A 2-piece molecular cluster, C2H4FNO overall, computed with ωB97M-V/def2-TZVPD.

```
9
Properties=species:S:1:pos:R:3:forces:R:3
C -0.820 -0.511 1.336 -0.2269 -1.3403 -0.1354
N -0.312 -0.798 0.002 2.7563 -0.4100 -2.4532
C 0.382 -0.507 -0.960 -2.9058 -0.9968 4.2958
O 0.966 -0.288 -1.944 0.6603 -0.4915 -1.1357
H -0.140 0.111 1.871 0.1708 1.1078 0.0987
H -1.749 -0.113 0.993 -0.8998 0.9337 1.2499
H -1.013 -1.348 2.104 0.3874 0.4692 -2.0331
F 1.235 2.106 -1.480 -0.2490 2.2130 0.9867
H 1.450 1.348 -1.922 0.3067 -1.4851 -0.8737
```
Positions in Å, forces in eV/Å.

The value obtained for the HOMO energy is -10.65 eV. The value obtained for the largest force on an atom is 5.281 eV/A. The structure (SMILES) is CN=C=O.F. The net charge is 0. The relative energy (zero: lowest compared OMol25 entry of this formula, charge and spin) comes out at 97.1 kJ/mol. For the HOMO-LUMO gap, the calculation gives 11.32 eV.